47
Properties=species:S:1:pos:R:3:nbo_charge:R:1 method="wB97M-V/def2-TZVPD" total_energy_ev=-52870.2250
N 5.19202 0.83127 1.10536 -0.86
C 5.93044 0.25094 -0.01679 0.66
O 6.77411 0.89904 -0.71957 -0.60
C 5.41806 -1.22429 -0.28128 -0.57
H 5.27844 -1.91572 0.52771 0.25
H 6.03824 -1.75677 -0.85499 0.24
S 3.69178 -1.44641 -0.98166 0.41
C 2.63723 -1.15038 0.04447 0.02
N 2.89219 -0.80852 1.30520 -0.38
N 1.84645 -0.92760 2.09920 -0.25
C 0.78243 -1.04244 1.33258 0.34
N 1.22160 -1.34627 -0.05572 -0.38
C 0.66181 -1.99561 -1.27395 -0.19
H -0.35682 -2.01922 -0.86136 0.22
H 1.15250 -2.68495 -1.73041 0.22
C 0.52840 -0.69687 -2.05520 -0.46
C -0.11039 0.36548 -1.59763 -0.01
C 0.46640 1.41963 -0.78592 -0.18
C -0.08003 2.67273 -0.43381 -0.24
C -1.55694 2.77836 -0.54332 -0.17
C -2.22894 1.79027 -1.53205 -0.24
C -1.61517 0.79093 -1.76893 -0.19
H -2.01968 0.08041 -2.47511 0.19
H -3.29309 1.96776 -1.49699 0.23
H -2.06433 3.76098 -0.52677 0.21
H 0.41697 3.31702 0.22670 0.22
H 1.56921 1.18003 -0.65902 0.20
H 0.14848 -0.87938 -3.11280 0.22
H 1.54312 -0.42147 -2.32532 0.23
C -0.53892 -1.44572 1.82132 -0.28
N -1.29414 -0.06643 1.49665 -0.58
C -2.64916 -0.10775 1.03216 0.12
C -3.21902 -1.01329 0.40084 -0.25
C -4.57106 -0.98084 -0.06996 -0.17
C -5.29330 0.22102 0.28041 -0.25
C -4.59154 1.45086 1.09192 -0.18
C -3.31132 1.07795 1.31820 -0.15
H -2.86234 1.85049 2.35840 0.19
H -5.18775 2.18934 1.34087 0.21
H -6.38821 0.54804 0.02735 0.22
Cl -5.21171 -2.14944 -0.86742 0.14
H -2.88502 -1.88831 0.32918 0.19
H -1.07585 0.54064 2.15412 0.37
H -0.60128 -1.82300 2.84092 0.24
H -1.15154 -2.15535 1.12378 0.21
H 5.49824 1.72898 1.22523 0.40
H 4.46941 0.23387 1.54339 0.45